Computed, not measured: a single C3H10N2 molecule, with the ωB97M-V functional and the def2-TZVPD basis.

Element x y z (Å)
1 N -1.450 0.554 1.913
2 C -0.178 -0.136 1.362
3 C -0.397 -0.345 -0.119
4 C 0.872 -0.298 -0.870
5 N 0.617 -0.272 -2.421
6 H -1.088 0.936 2.839
7 H -1.741 1.379 1.346
8 H 0.703 0.555 1.601
9 H -0.109 -1.124 1.905
10 H -0.997 0.512 -0.518
11 H -1.061 -1.224 -0.159
12 H 1.256 0.677 -0.526
13 H 1.550 -1.053 -0.615
14 H 1.455 -0.771 -2.805
15 H 0.568 0.611 -2.935

Calculated values
- E_LUMO (eV) = 1.112
- total charge = 0
- ΔE to the lowest compared entry with this formula, charge and spin (kJ/mol) = 114.4
- structure (SMILES) = NCCCN
- maximum force (hartree/bohr) = 0.0765